DFT (ωB97M-V/def2-TZVPD) results for a structure of composition C44H50KN3P2S.

Computed properties:
frontier orbital gap	6.79	eV
HOMO energy	-6.63	eV
maximum force	0.7	eV/Å
E_tot	-96650.3551	eV
energy relative to the best compared isomer or geometry (same formula, charge and spin)	0.0	kcal per mole
LUMO	0.0059	hartree

Positions of all 101 atoms, in Å:
K1 0.072 -0.530 -0.515
C1 -0.839 -1.723 2.635
P1 -1.724 -2.089 4.235
C2 -0.343 -2.036 5.438
C3 0.294 -0.870 5.860
C4 1.387 -0.930 6.711
C5 1.872 -2.157 7.145
C6 1.244 -3.327 6.741
C7 0.136 -3.260 5.906
C8 -2.615 -0.542 4.614
C9 -2.812 -0.150 5.937
C10 -3.616 0.935 6.247
C11 -4.239 1.654 5.238
C12 -4.058 1.269 3.918
C13 -3.260 0.178 3.609
C14 0.048 -0.531 2.468
C15 1.341 -0.310 2.946
C16 1.752 0.927 2.409
C17 0.682 1.392 1.656
C18 0.649 2.684 0.901
P2 -0.421 4.134 1.382
C19 -2.015 3.720 0.567
C20 -2.721 2.543 0.828
C21 -3.948 2.320 0.223
C22 -4.487 3.261 -0.650
C23 -3.793 4.429 -0.917
C24 -2.562 4.655 -0.308
C25 -0.917 3.922 3.134
C26 -0.262 3.134 4.076
C27 -0.649 3.166 5.410
C28 -1.688 3.981 5.828
C29 -2.353 4.766 4.895
C30 -1.967 4.737 3.566
N1 -0.356 0.510 1.683
H1 -1.639 -1.669 1.888
H2 -0.318 -2.664 2.427
H3 -0.059 0.088 5.501
H4 1.873 -0.015 7.025
H5 2.728 -2.200 7.805
H6 1.600 -4.286 7.095
H7 -0.384 -4.169 5.626
H8 -2.338 -0.700 6.741
H9 -3.745 1.224 7.283
H10 -4.850 2.514 5.475
H11 -4.538 1.828 3.124
H12 -3.128 -0.096 2.569
H13 1.884 -0.905 3.665
H14 2.691 1.436 2.573
H15 0.405 2.542 -0.162
H16 1.668 3.083 0.889
H17 -2.295 1.814 1.506
H18 -4.495 1.406 0.428
H19 -5.449 3.080 -1.113
H20 -4.207 5.169 -1.590
H21 -2.021 5.573 -0.504
H22 0.546 2.480 3.778
H23 -0.129 2.542 6.128
H24 -1.984 3.999 6.869
H25 -3.170 5.407 5.202
H26 -2.489 5.367 2.853
C31 -1.620 2.233 -3.066
C32 -1.097 0.816 -3.062
C33 -1.975 -0.252 -2.830
C34 -3.422 0.015 -2.495
C35 -1.512 -1.572 -2.924
C36 -2.475 -2.724 -2.755
C37 -0.165 -1.827 -3.220
C38 0.325 -3.249 -3.346
C39 0.718 -0.757 -3.423
C40 2.158 -1.040 -3.782
C41 0.260 0.565 -3.313
C42 1.228 1.718 -3.447
H27 -1.615 2.682 -2.067
H28 -2.646 2.273 -3.425
H29 -1.031 2.873 -3.718
H30 -3.810 -0.718 -1.789
H31 -4.052 -0.030 -3.388
H32 -3.554 0.994 -2.043
H33 -2.500 -3.086 -1.722
H34 -2.196 -3.567 -3.382
H35 -3.489 -2.442 -3.025
H36 -0.194 -3.915 -2.661
H37 1.382 -3.339 -3.114
H38 0.171 -3.622 -4.363
H39 2.759 -1.288 -2.901
H40 2.627 -0.193 -4.274
H41 2.230 -1.886 -4.463
H42 0.887 2.592 -2.897
H43 1.360 2.018 -4.490
H44 2.211 1.462 -3.057
C43 1.260 -5.858 2.894
N2 1.300 -5.213 1.599
C44 1.789 -3.984 1.374
N3 2.278 -3.304 2.420
S1 1.811 -3.349 -0.192
H45 0.777 -6.825 2.787
H46 0.679 -5.271 3.607
H47 2.264 -6.015 3.294
H48 0.994 -5.705 0.777
H49 2.081 -3.588 3.368
H50 2.422 -2.312 2.273

Atomic forces in eV per Å
K 0.316 -0.404 -0.198
C -0.122 -0.027 -0.031
P 0.008 -0.010 0.084
C 0.069 -0.090 -0.054
C 0.017 0.045 -0.027
C -0.016 -0.014 -0.020
C -0.004 0.000 0.004
C -0.001 0.003 0.022
C 0.014 0.007 -0.022
C -0.037 0.026 -0.079
C -0.075 -0.033 0.056
C 0.040 0.016 0.045
C 0.011 -0.016 -0.033
C -0.042 0.044 -0.007
C 0.055 0.033 -0.008
C 0.011 0.199 0.138
C -0.015 -0.049 0.023
C 0.044 -0.020 -0.052
C -0.064 -0.064 -0.059
C 0.230 0.035 -0.021
P -0.014 -0.006 -0.081
C -0.057 0.067 0.018
C -0.037 0.043 0.033
C -0.026 -0.042 -0.024
C 0.022 0.029 0.004
C 0.004 -0.019 0.008
C -0.001 -0.009 0.001
C -0.057 0.034 0.002
C 0.041 -0.015 0.008
C -0.017 -0.009 0.028
C -0.008 -0.025 0.004
C -0.001 0.011 -0.017
C -0.010 0.006 0.029
N -0.133 0.226 0.618
H -0.022 -0.019 0.002
H 0.028 0.045 -0.003
H -0.008 0.014 0.006
H 0.012 0.025 0.007
H 0.009 0.000 0.003
H 0.003 -0.006 0.005
H -0.007 -0.026 -0.030
H 0.016 -0.006 -0.005
H -0.018 0.011 -0.001
H -0.023 0.014 0.006
H 0.032 0.007 -0.003
H 0.046 -0.014 0.013
H 0.029 -0.041 0.004
H 0.022 -0.001 0.004
H -0.108 0.011 -0.006
H -0.021 -0.003 0.054
H 0.009 -0.017 -0.023
H 0.013 0.003 0.030
H -0.016 0.006 -0.011
H -0.007 0.006 -0.010
H 0.001 0.012 -0.006
H -0.021 0.024 0.004
H -0.002 0.000 0.014
H -0.004 0.001 0.011
H -0.002 -0.001 0.014
H 0.008 -0.007 -0.031
C -0.016 0.018 0.036
C 0.017 0.012 -0.025
C 0.025 -0.056 -0.060
C -0.018 0.038 0.035
C 0.073 -0.001 -0.131
C -0.003 -0.034 0.002
C -0.091 0.098 -0.109
C 0.012 -0.036 0.017
C -0.040 -0.022 -0.092
C 0.031 0.001 -0.018
C -0.026 -0.071 -0.022
C 0.021 0.025 0.015
H -0.006 -0.009 0.001
H -0.004 -0.009 -0.007
H 0.014 -0.002 -0.006
H 0.009 -0.008 0.015
H -0.004 -0.005 -0.013
H 0.007 -0.028 -0.009
H -0.002 -0.001 0.007
H 0.009 0.005 -0.013
H -0.003 0.016 -0.004
H -0.004 0.006 0.005
H 0.005 0.010 -0.009
H -0.001 -0.011 -0.012
H 0.002 -0.002 0.011
H -0.003 0.009 -0.001
H -0.012 -0.004 -0.007
H -0.007 0.001 0.003
H -0.003 0.002 -0.008
H 0.000 -0.012 0.003
C 0.034 -0.045 -0.010
N 0.043 0.047 -0.007
C 0.010 -0.019 -0.041
N -0.054 0.011 -0.008
S -0.092 0.041 -0.087
H 0.006 0.010 -0.003
H -0.036 0.024 0.052
H -0.003 0.006 0.013
H 0.004 0.031 0.047
H -0.001 -0.016 -0.009
H -0.005 -0.026 0.010